Record 1
Below is a molecular structure, C5H12O3Tm, with properties calculated with the ωB97M-V functional and the def2-TZVPD basis.

CARTESIAN COORDINATES (ANGSTROEM)
H  2.36732  -1.01216  -2.89923
C  -2.68889  0.10131  1.70869
O  -2.97835  0.49145  0.40341
C  -1.21242  0.30511  2.03666
O  -0.46010  -0.26459  0.94663
C  0.94877  -0.08124  1.01809
C  1.53321  -0.41969  -0.33527
O  0.74124  0.22066  -1.31695
C  1.23527  0.07613  -2.63796
Tm  -1.70228  0.15806  -0.85191
H  -2.93725  -0.96581  1.87610
H  -3.26463  0.68279  2.45189
H  -0.91911  -0.19729  2.96910
H  -0.96639  1.37731  2.10366
H  1.36426  -0.75367  1.78144
H  1.16884  0.96252  1.29073
H  1.52183  -1.50789  -0.51801
H  2.57530  -0.06540  -0.38746
H  0.88883  0.89026  -3.81513
H  2.12931  0.72021  -2.69109
H  0.65524  -0.71806  -3.13340

Atoms 1-6, force components in eV/Å:
-0.4 0.2 0.4
-0.1 -0.6 2.7
-1.7 0.5 1.4
-0.4 0.5 0.9
-1.0 -0.1 -0.9
1.3 0.1 0.2

Results
- Multiplicity: 4
- DFT total energy: -1507.75300 Ha
- Energy above the lowest of the compared OMol25 structures with the same formula, charge and spin: 224.1 kJ/mol
- Charge: +2
- ⟨S²⟩: 3.781
- Largest force on an atom: 0.0902 Eh/bohr
- Orbital gap (alpha / beta): 4.89 / 9.17 eV


Record 2
Below is a molecular structure, C5H12O3Yb, with properties calculated with the ωB97M-V functional and the def2-TZVPD basis.

CARTESIAN COORDINATES (ANGSTROEM)
H  -0.10148  2.42168  1.72035
C  6.60661  1.33889  1.80972
O  6.18564  2.54810  1.26192
C  5.61181  0.21861  1.51772
O  4.30597  0.72837  1.85042
C  3.21169  -0.11443  1.51244
C  1.94828  0.71039  1.61112
O  2.18177  1.94073  0.94659
C  1.02839  2.75967  0.82494
Yb  4.39555  2.88570  1.28783
H  6.73132  1.41406  2.90856
H  7.58168  1.01641  1.40068
H  5.80548  -0.68166  2.11767
H  5.61817  -0.04554  0.44767
H  3.16433  -0.95626  2.21720
H  3.34898  -0.49989  0.49020
H  1.68260  0.91801  2.66123
H  1.11464  0.16956  1.13615
H  0.69323  3.94725  -0.16641
H  0.40918  2.28230  0.04723
H  1.14196  3.60807  1.51701

Atoms 1-6, force components in eV/Å:
2.1 0.2 -1.2
1.0 -0.7 0.3
6.1 -1.7 0.0
0.4 -0.4 -0.1
-0.1 -0.4 0.2
-0.1 -0.4 -0.1

Results
- Multiplicity: 2
- DFT total energy: -1581.63599 Ha
- Energy above the lowest of the compared OMol25 structures with the same formula, charge and spin: 89.2 kJ/mol
- Charge: +1
- ⟨S²⟩: 0.771
- Largest force on an atom: 0.1462 Eh/bohr
- Orbital gap (alpha / beta): 7.08 / 7.06 eV


Record 3
Below is 2 unconnected molecules or ions with the total composition C5H12OSi, with properties calculated with the ωB97M-V functional and the def2-TZVPD basis.

CARTESIAN COORDINATES (ANGSTROEM)
C  -1.63570  -0.71892  -0.40083
C  -1.72918  0.50904  0.01945
C  -2.48502  -1.86250  0.10984
C  -1.23926  1.76400  -0.03771
C  2.03829  -0.80335  -0.51476
O  2.46138  -0.00969  0.51437
Si  2.09827  1.51833  0.70332
H  -0.72651  -1.04776  -0.81056
H  -2.92673  -1.55954  1.03997
H  -3.31761  -2.31485  -0.55838
H  -1.91606  -2.71681  0.23836
H  -1.58596  2.24436  -1.08231
H  -1.04049  2.45816  0.85846
H  0.89959  1.66355  0.46296
H  2.10597  -0.26790  -1.48644
H  1.10744  -1.05548  -0.21548
H  2.52256  -1.75061  -0.52387
H  2.99699  2.19779  -0.34555
H  2.37202  1.75219  2.02915

Atoms 1-6, force components in eV/Å:
-1.6 -1.3 1.5
2.4 2.1 -0.7
-2.7 0.6 -1.9
-3.4 0.9 -1.1
1.4 0.7 -1.3
2.0 -1.5 1.3

Results
- Multiplicity: 1
- DFT total energy: -562.25866 Ha
- Energy above the lowest of the compared OMol25 structures with the same formula, charge and spin: 527.5 kJ/mol
- Largest force on an atom: 0.1489 Eh/bohr
- Orbital gap: 9.69 eV
- SMILES: CO[SiH3].C=C=CC


Record 4
Below is 2 unconnected molecules or ions with the total composition C5H12OSi, with properties calculated with the ωB97M-V functional and the def2-TZVPD basis.

CARTESIAN COORDINATES (ANGSTROEM)
C  -1.19135  0.49427  1.97891
C  -0.01409  0.24289  2.45901
C  -1.86517  -0.28623  0.97388
C  1.21596  0.00332  2.70183
C  1.29633  -0.97655  -1.39046
O  1.20994  -0.08449  -2.42425
Si  0.03752  1.01004  -2.77633
H  -1.69215  1.39909  2.48295
H  -2.20648  0.35246  0.08226
H  -1.10885  -0.99492  0.53420
H  -2.80997  -0.87505  1.31852
H  1.48632  -0.57826  3.65678
H  2.05889  0.45714  2.01948
H  -0.98815  0.17979  -3.52119
H  1.48746  -1.96825  -1.68846
H  0.37864  -1.09922  -0.83614
H  1.99054  -0.68339  -0.58490
H  0.96675  1.70943  -3.58830
H  -0.25215  1.69792  -1.39778

Atoms 1-6, force components in eV/Å:
-0.7 2.7 2.6
-0.8 0.1 -1.1
-1.8 -1.8 -2.6
3.5 -0.3 1.0
-0.4 0.2 2.1
0.6 -0.2 -0.3

Results
- Multiplicity: 1
- DFT total energy: -562.32330 Ha
- Energy above the lowest of the compared OMol25 structures with the same formula, charge and spin: 357.7 kJ/mol
- Largest force on an atom: 0.0731 Eh/bohr
- Orbital gap: 10.21 eV
- SMILES: CO[SiH3].C=C=CC


Record 5
Below is C5H12S in the gas phase, with properties calculated with the ωB97M-V functional and the def2-TZVPD basis.

CARTESIAN COORDINATES (ANGSTROEM)
C  1.47162  0.62535  -1.12546
C  0.42248  -0.24208  -0.57289
C  1.14821  -1.35856  0.22111
C  -0.67014  0.49096  0.25870
C  -2.05179  -0.22688  0.53010
H  2.14172  0.83317  -0.30972
H  2.16411  0.10325  -1.79825
H  1.14759  1.49684  -1.66619
H  -0.09948  -0.51164  -1.50395
H  0.37315  -1.98649  0.70121
H  1.71388  -0.91470  1.02678
H  1.76082  -1.92721  -0.49749
H  -0.89559  1.31353  -0.55356
H  -2.31756  -0.80153  -0.36347
H  -2.02777  -0.93864  1.39035
H  -2.74705  0.57597  0.81869
H  -1.38486  2.02247  1.78244
S  -0.14934  1.44617  1.66160

Atoms 1-6, force components in eV/Å:
2.0 0.5 0.0
-0.8 -1.0 0.8
-1.9 -0.4 -1.0
-1.3 1.4 -3.2
1.6 -0.1 0.5
0.4 1.1 0.4

Results
- Multiplicity: 1
- DFT total energy: -595.85948 Ha
- Energy above the lowest of the compared OMol25 structures with the same formula, charge and spin: 59.2 kJ/mol
- Largest force on an atom: 0.0729 Eh/bohr
- Orbital gap: 9.61 eV
- SMILES: CC(C)[C@@H](C)S


Record 6
Below is 2 unconnected molecules or ions with the total composition C5H12S, with properties calculated with the ωB97M-V functional and the def2-TZVPD basis.

CARTESIAN COORDINATES (ANGSTROEM)
C  2.73211  -0.90312  1.71551
C  1.73924  0.05630  1.07869
S  0.91487  -0.68343  -0.36694
H  2.33896  -1.91803  1.78155
H  3.69567  -0.99054  1.21984
H  2.93096  -0.57327  2.74308
H  2.24369  1.00703  0.93397
H  0.89920  0.22671  1.75373
H  1.66213  -0.25722  -1.39422
C  -1.94032  1.51579  -0.74358
C  -2.17501  0.02497  -0.64963
C  -2.52750  -0.65664  -1.72813
H  -2.20775  1.95130  0.22174
H  -2.54227  1.97349  -1.52218
H  -0.87337  1.66763  -0.89265
H  -1.97274  -0.48600  0.28357
H  -2.65015  -1.73242  -1.74979
H  -2.26771  -0.22254  -2.68457

Atoms 1-6, force components in eV/Å:
0.0 -0.3 0.8
0.3 -0.6 0.1
0.1 0.2 -0.2
-0.2 0.1 0.0
0.0 0.3 -0.3
0.1 0.0 -0.1

Results
- Multiplicity: 1
- DFT total energy: -595.83524 Ha
- Energy above the lowest of the compared OMol25 structures with the same formula, charge and spin: 122.8 kJ/mol
- Largest force on an atom: 0.0259 Eh/bohr
- Orbital gap: 9.79 eV
- SMILES: C=CC.CCS


Record 7
Below is 2 unconnected molecules or ions with the total composition C5H12S, with properties calculated with the ωB97M-V functional and the def2-TZVPD basis.

CARTESIAN COORDINATES (ANGSTROEM)
C  -1.65247  0.58145  -1.04023
S  -0.50638  -0.85470  -1.03841
C  -0.62782  -1.39017  -2.68169
H  -2.71251  0.06049  -0.92993
H  -1.49433  1.15734  -0.12701
H  -1.54837  1.24293  -1.92580
H  -0.05333  -2.32523  -2.78884
H  -0.27789  -0.57866  -3.30027
H  -1.67571  -1.67697  -3.02314
C  0.19105  0.26439  2.37333
C  1.39079  0.87352  1.67399
C  2.57179  0.29455  1.29974
H  0.12233  0.15041  3.50050
H  -0.24380  -0.85597  2.16998
H  -0.69411  1.02222  2.10347
H  1.16047  1.87802  1.33962
H  3.31208  0.92851  0.82630
H  2.73823  -0.77210  1.56839

Atoms 1-6, force components in eV/Å:
-1.9 -1.7 0.1
0.1 0.9 1.7
-1.6 -1.1 -1.5
1.9 1.6 -0.6
0.1 -0.1 -0.1
-0.2 -0.6 0.5

Results
- Multiplicity: 1
- DFT total energy: -595.80474 Ha
- Energy above the lowest of the compared OMol25 structures with the same formula, charge and spin: 202.9 kJ/mol
- Largest force on an atom: 0.0726 Eh/bohr
- Orbital gap: 9.25 eV
- SMILES: C=CC.CSC


Record 8
Below is 2 unconnected molecules or ions with the total composition C5H12S, with properties calculated with the ωB97M-V functional and the def2-TZVPD basis.

CARTESIAN COORDINATES (ANGSTROEM)
C  1.29298  -1.70335  0.42965
C  2.13289  -0.65748  0.27405
C  2.69872  -0.17589  -1.04229
C  -2.45071  1.10839  -0.57226
C  -2.42113  0.58903  0.84262
S  -0.87112  0.99707  1.66720
H  1.00492  -1.99046  1.52435
H  0.90960  -2.33743  -0.34450
H  2.70650  -0.12878  1.00582
H  1.82080  -0.31483  -1.71460
H  3.00505  0.93150  -1.06903
H  3.51102  -0.70774  -1.49156
H  -1.92793  0.48579  -1.28999
H  -3.56344  1.21796  -0.98353
H  -2.07758  2.03311  -0.70238
H  -2.69244  -0.50040  0.91071
H  -3.14822  1.12730  1.48721
H  0.07010  0.02620  1.06853

Atoms 1-6, force components in eV/Å:
0.8 0.9 3.1
1.2 -1.2 -1.2
-2.1 1.4 -1.1
-4.0 -2.5 -1.2
-0.6 -0.4 0.4
1.9 -1.6 -0.4

Results
- Multiplicity: 1
- DFT total energy: -595.80882 Ha
- Energy above the lowest of the compared OMol25 structures with the same formula, charge and spin: 192.2 kJ/mol
- Largest force on an atom: 0.0948 Eh/bohr
- Orbital gap: 9.62 eV
- SMILES: C=CC.CCS


Record 9
Below is 2 unconnected molecules or ions with the total composition C5H12S2, with properties calculated with the ωB97M-V functional and the def2-TZVPD basis.

CARTESIAN COORDINATES (ANGSTROEM)
C  -2.32570  -0.22305  -0.37676
C  -1.90446  1.18013  -0.81725
C  -1.45171  -0.77097  0.76097
S  -1.11507  0.43881  2.09052
S  1.18417  -0.41649  -1.63317
C  1.72284  -0.13223  0.06902
C  3.29063  -0.10174  0.16012
H  -2.26350  -0.96093  -1.09333
H  -3.41568  -0.13694  -0.10714
H  -2.33029  1.87065  -0.14065
H  -2.06917  1.37414  -1.84458
H  -0.78928  1.28739  -0.56250
H  -1.92451  -1.62230  1.25176
H  -0.47807  -1.08769  0.30621
H  1.22753  0.71818  0.64776
H  1.50928  -1.05743  0.64504
H  3.66132  0.06471  1.32306
H  3.78286  0.68946  -0.48476
H  3.68879  -1.11370  -0.19430

Atoms 1-6, force components in eV/Å:
-1.0 1.7 1.8
2.4 -1.5 1.2
-0.8 1.6 1.0
0.5 -1.1 -1.4
-0.3 0.5 1.6
0.9 -1.3 0.5

Results
- Multiplicity: 1
- DFT total energy: -993.88335 Ha
- Energy above the lowest of the compared OMol25 structures with the same formula, charge and spin: 509.2 kJ/mol
- Largest force on an atom: 0.0623 Eh/bohr
- Orbital gap: 4.20 eV


Record 10
Below is C5H12S2 in the gas phase, with properties calculated with the ωB97M-V functional and the def2-TZVPD basis.

CARTESIAN COORDINATES (ANGSTROEM)
C  -0.08471  -2.41352  0.99850
C  1.30986  -2.68668  1.61349
C  -0.46208  -0.94329  0.91355
S  0.74764  -0.08817  -0.18869
S  0.30203  1.90277  0.22819
C  -0.86685  2.44671  -1.08189
C  -0.17148  3.00551  -2.30219
H  -0.78414  -2.94894  1.64484
H  -0.09257  -2.87499  0.00797
H  2.09598  -2.51408  0.87796
H  1.32650  -3.75597  1.82045
H  1.51802  -2.10341  2.50730
H  -1.50135  -0.83994  0.61132
H  -0.28952  -0.48816  1.88820
H  -1.63473  1.72502  -1.37229
H  -1.40485  3.19906  -0.49169
H  0.44148  2.21729  -2.73830
H  0.48524  3.79915  -1.94432
H  -0.93447  3.36164  -2.99239

Atoms 1-6, force components in eV/Å:
0.8 -0.2 0.4
-0.4 -0.3 -0.9
0.7 -0.2 0.2
-0.7 0.6 0.2
-0.1 -0.9 -0.5
-0.3 0.0 0.8

Results
- Multiplicity: 1
- DFT total energy: -994.07671 Ha
- Energy above the lowest of the compared OMol25 structures with the same formula, charge and spin: 1.5 kJ/mol
- Largest force on an atom: 0.0200 Eh/bohr
- Orbital gap: 9.66 eV
- SMILES: CCCSSCC


Record 11
Below is a molecular structure, C5H13Br2N3O10Sr, with properties calculated with the ωB97M-V functional and the def2-TZVPD basis.

CARTESIAN COORDINATES (ANGSTROEM)
Sr  0.20342  0.10733  0.39977
Br  -2.68109  -0.59454  0.32419
Br  3.13072  0.00636  0.01523
N  -1.21411  2.64413  2.78976
O  -2.00895  2.18892  3.58736
O  -1.19040  3.88617  2.53301
O  -0.44708  1.87190  2.11405
N  -0.11378  -1.50979  4.05645
O  0.41251  -1.16973  2.95226
O  0.64551  -1.81168  5.01748
O  -1.33075  -1.49222  4.20044
C  2.35293  -3.90841  0.65970
N  0.91363  -3.56921  0.67976
O  0.13990  -4.37784  1.11555
O  0.65408  -2.45833  0.28443
H  2.78516  -3.39916  1.51772
H  2.76180  -3.50102  -0.25660
H  2.43790  -4.98359  0.75508
C  -0.99731  -1.28129  -2.76281
O  -0.38076  -0.12551  -2.25849
C  -1.00289  1.05946  -2.75307
C  -0.18645  2.25854  -2.37581
O  -0.14144  2.31709  -0.95727
C  0.34770  3.55842  -0.47856
H  -2.07653  -1.12346  -2.84401
H  -0.89043  -2.06515  -2.00990
H  -0.54959  -1.62190  -3.70219
H  -1.98815  1.13595  -2.27174
H  -1.12215  0.96096  -3.83789
H  -0.69689  3.14856  -2.75845
H  0.84915  2.18203  -2.72832
H  1.43679  3.62429  -0.58896
H  0.08531  3.64579  0.57799
H  -0.13777  4.39695  -0.99617

Atoms 1-6, force components in eV/Å:
-0.7 0.0 1.6
-0.2 0.0 -0.5
0.4 0.0 -0.3
-0.3 0.4 -1.3
0.2 -0.1 0.4
0.4 -0.7 0.2

Results
- Multiplicity: 1
- DFT total energy: -6293.64213 Ha
- Energy above the lowest of the compared OMol25 structures with the same formula, charge and spin: 0.0 kJ/mol
- Charge: -2
- Largest force on an atom: 0.0342 Eh/bohr
- Orbital gap: 6.77 eV


Record 12
Below is 2 unconnected molecules or ions with the total composition C5H13Cl2NSi, with properties calculated with the ωB97M-V functional and the def2-TZVPD basis.

CARTESIAN COORDINATES (ANGSTROEM)
C  -0.73242  1.07123  0.07065
C  -0.37906  -1.29913  0.81945
C  0.58195  0.60402  2.15446
C  0.07719  -0.81225  -3.69498
C  0.24198  0.10547  0.74797
N  1.47394  0.12694  -0.02812
Si  0.06924  -2.56222  -3.73703
Cl  1.46339  -3.76788  -2.95263
Cl  -1.43845  -3.70559  -4.40118
H  -1.62311  1.20667  0.67778
H  -0.24486  2.03251  -0.06448
H  -1.02553  0.69060  -0.90534
H  0.31024  -1.99738  1.29225
H  -0.60474  -1.66179  -0.18317
H  -1.30035  -1.28230  1.39670
H  1.34041  -0.03079  2.60925
H  0.97512  1.61559  2.09439
H  -0.30019  0.60249  2.78845
H  0.93933  -0.25260  -3.37993
H  -0.71259  -0.23641  -4.14344
H  1.28925  -0.18029  -0.97813
H  2.15858  -0.50743  0.36992

Atoms 1-6, force components in eV/Å:
0.2 -0.2 0.2
0.1 0.3 0.0
-0.1 0.0 -0.3
0.0 -2.2 -0.1
-0.3 0.0 0.2
0.3 0.0 -0.3

Results
- Multiplicity: 1
- DFT total energy: -1462.98362 Ha
- Energy above the lowest of the compared OMol25 structures with the same formula, charge and spin: 99.7 kJ/mol
- Largest force on an atom: 0.0487 Eh/bohr
- Orbital gap: 8.79 eV
- SMILES: C=[Si](Cl)Cl.CC(C)(C)N


Q: What is the formula in the eighth record?
A: C5H12S